one | Below is C5H9N3O in the gas phase, with properties calculated with the ωB97M-V functional and the def2-TZVPD basis.

The geometry in ORCA input format:
```
! RIJCOSX wB97M-V def2-TZVPD def2/J DEFGRID3
* xyz 0 1
O -0.8302 -1.5941 1.6938
H 2.1650 0.1046 1.3869
H 2.6859 -0.6031 -0.1437
H 0.6135 2.6994 -0.5696
H -2.6262 -1.5381 -0.3402
H -2.3157 2.6426 -0.0802
H -1.3385 -1.2661 -1.5172
C -1.2112 1.1058 -0.2247
C -0.7768 -1.1281 0.5821
N 0.6101 -0.4087 0.0289
N 1.1275 1.8164 -0.4553
H 2.1270 1.7302 -0.3774
N -1.3414 2.3832 -0.2345
H 1.8562 -1.6095 1.1300
H -1.3750 -2.7802 -0.5388
C 0.2857 0.7977 -0.4199
C 1.9168 -0.6457 0.6331
C -1.5727 -1.7063 -0.5532
*
```

The calculation puts the molar mass at 127.1 g/mol. As for the HOMO energy: -7.338 eV. The orbital gap is 8.0 eV. The LUMO energy is 0.63 eV. As for the structure (SMILES): CC(=O)N(C)C(N)=C=N.

two | Below is 4 unconnected molecules or ions with the total composition C5H9N3O, with properties calculated with the ωB97M-V functional and the def2-TZVPD basis.

The geometry in ORCA input format:
```
! RIJCOSX wB97M-V def2-TZVPD def2/J DEFGRID3
* xyz 0 1
H 1.7104 -0.9904 1.8105
H 1.5166 0.6733 -0.8068
H -2.2545 2.2000 -0.1769
H 0.8455 2.2337 1.0910
O -3.3451 -0.6335 0.0344
H 2.2241 -2.8986 0.4071
H 3.3631 -0.6238 -0.3878
C -1.0695 -0.9386 -0.2799
C -1.7505 1.2402 -0.1050
N 0.9572 1.9506 0.0973
N -0.0243 -0.2238 -0.3086
C 2.1042 -1.3035 0.3004
N 1.2486 -0.5414 -0.7384
H 1.0506 2.6566 -0.7098
H -0.9811 -2.1341 0.2811
H -3.2002 -1.5746 -0.6249
C -0.3276 1.0458 -0.0323
C -2.0675 -0.1380 0.1486
*
```

The calculation puts the molar mass at 127.1 g/mol. As for the HOMO energy: -7.878 eV. The orbital gap is 8.0 eV. The LUMO energy is 0.11 eV.

Most stable pick: one. Distance to second place: 223.3 kcal/mol.

one | Below is 2 unconnected molecules or ions with the total composition C5H9N3O, with properties calculated with the ωB97M-V functional and the def2-TZVPD basis.

The geometry in ORCA input format:
```
! RIJCOSX wB97M-V def2-TZVPD def2/J DEFGRID3
* xyz 0 1
C 0.3422 -0.5996 -0.4183
N 2.6008 0.3554 -0.4125
H 0.2821 -1.1333 -1.3153
O -1.9972 -0.6542 -0.0553
N 3.1307 -0.7612 0.4946
H 0.6865 -1.6227 0.1668
C -3.2230 -0.1557 0.0307
H -4.0063 -0.9418 -0.6056
H -3.0368 1.0197 -0.3367
N 0.8316 1.6874 0.0301
C -0.6015 1.4961 0.1466
H 3.1126 1.1007 -0.0956
H -1.1055 2.5019 0.3946
H 2.4687 -1.0740 1.1385
H 3.6530 -1.7107 -0.1593
C 1.2989 0.5409 -0.3729
C -0.8685 0.1757 -0.1205
H -3.5685 -0.2247 1.4904
*
```

The calculation puts the molar mass at 127.1 g/mol. As for the HOMO energy: -7.821 eV. The orbital gap is 8.5 eV. The LUMO energy is 0.64 eV.

two | Below is C5H9N3O in the gas phase, with properties calculated with the ωB97M-V functional and the def2-TZVPD basis.

The geometry in ORCA input format:
```
! RIJCOSX wB97M-V def2-TZVPD def2/J DEFGRID3
* xyz 0 1
H 0.9439 -0.7814 1.6358
H 3.4425 -0.2644 -0.9641
H 1.8644 1.8108 0.2559
H -1.2315 -2.0413 0.9002
H 0.6368 1.6317 -1.0718
H 3.3355 -0.4590 0.6308
N 2.8682 -0.6802 -0.2872
C -1.7581 -0.1980 -0.1249
H -1.7100 1.8616 0.1264
C 1.5041 -0.2526 -0.4360
N -1.1472 1.0218 0.0270
O -2.9141 -0.3103 -0.4876
C 0.4253 -0.5123 0.7372
N 0.0929 0.9253 0.6819
C 1.1130 1.2622 -0.2031
H -0.6461 -1.7696 -0.7126
H 1.1471 -0.6377 -1.4000
C -0.8121 -1.2555 0.2849
*
```

The calculation puts the molar mass at 127.1 g/mol. As for the HOMO energy: -8.493 eV. The orbital gap is 9.4 eV. The LUMO energy is 0.94 eV. As for the structure (SMILES): N[C@@H]1CN2NC(=O)C[C@@H]12.

Most stable pick: two. Distance to second place: 115.3 kcal/mol.

one | Below is C5H9N3O in the gas phase, with properties calculated with the ωB97M-V functional and the def2-TZVPD basis.

The geometry in ORCA input format:
```
! RIJCOSX wB97M-V def2-TZVPD def2/J DEFGRID3
* xyz 0 1
C 0.9219 0.5223 -0.6716
H -0.9629 0.8986 1.4112
H -2.0413 1.0748 -0.8054
H 0.6428 1.4707 -1.1463
C -1.8289 0.0221 -1.0086
H -0.9610 -2.4339 -0.7039
O 1.8795 -0.2042 -1.0452
H 2.1976 1.8718 2.2720
N -0.1958 -1.8083 -0.4914
N 0.8056 -0.2333 1.7760
N 1.8887 1.9375 1.2972
H -2.6953 -0.5608 -0.6831
H -1.7220 -0.0996 -2.0883
H 1.1804 -1.1186 1.4228
H 0.5295 -1.8831 -1.2069
C -0.5625 -0.4352 -0.3152
C 1.2699 0.8832 0.9689
C -0.3461 0.0960 1.0178
*
```

The calculation puts the molar mass at 127.1 g/mol. As for the HOMO energy (alpha / beta): -8.526 / -8.527 eV. The orbital gap (alpha / beta) is 7.4 / 7.4 eV. The LUMO energy (alpha / beta) is -1.11 / -1.11 eV.

two | Below is C5H9N3O in the gas phase, with properties calculated with the ωB97M-V functional and the def2-TZVPD basis.

The geometry in ORCA input format:
```
! RIJCOSX wB97M-V def2-TZVPD def2/J DEFGRID3
* xyz 0 1
H 1.7855 0.5714 1.4276
N 0.9250 0.4405 -1.8812
C 1.0616 0.4068 0.6549
H -1.1059 -2.2383 1.6288
C 1.5514 -0.0412 -0.6710
C -1.4383 -1.4865 0.8921
H -0.7596 1.3574 -2.6222
C -0.1815 1.0437 -1.7506
H 2.6143 -0.2221 -0.8577
N -0.7266 1.5208 -0.5512
H -1.5538 -0.5658 1.4800
N -0.0399 1.3715 0.6890
H -2.3859 -1.7601 0.3747
H -1.7457 1.3906 -0.4425
H 1.3784 -1.7532 0.6850
O -0.4764 -1.3685 -0.1460
C 0.7782 -0.9777 0.2374
H 0.3193 2.3108 0.8529
*
```

The calculation puts the molar mass at 127.1 g/mol. As for the HOMO energy: -8.080 eV. The orbital gap is 9.0 eV. The LUMO energy is 0.95 eV. As for the structure (SMILES): CO[C@H]1[C@H]2N=CNN[C@H]21.

three | Below is C5H9N3O in the gas phase, with properties calculated with the ωB97M-V functional and the def2-TZVPD basis.

The geometry in ORCA input format:
```
! RIJCOSX wB97M-V def2-TZVPD def2/J DEFGRID3
* xyz 0 1
H 0.7940 -0.4592 1.5912
C 0.5748 -0.6933 0.5434
H -2.7369 -0.8699 -0.1585
C 1.0126 0.8793 -1.3159
C -0.9483 -0.2965 0.2641
C 1.4603 0.1044 -0.3639
H -0.0544 -2.4205 -0.2841
H 0.5514 -2.6225 1.1971
H -0.7502 1.8366 0.5016
H -1.5598 1.0048 1.8418
H -0.2386 1.8821 -2.2104
H -2.4220 1.2711 0.3082
O 2.7973 0.2077 -0.0123
C -1.4511 1.0399 0.7554
H 3.2428 0.7539 -0.6860
N -1.7657 -1.2013 -0.1811
N 0.7249 -2.1334 0.3220
N 0.7690 1.7168 -2.1128
*
```

The calculation puts the molar mass at 127.1 g/mol. As for the HOMO energy (alpha / beta): -7.369 / -7.370 eV. The orbital gap (alpha / beta) is 7.4 / 7.4 eV. The LUMO energy (alpha / beta) is 0.00 / 0.00 eV. As for the structure (SMILES): [H]/N=C(\C)[C@@H](N)C(O)=C=N.

Most stable pick: two. Distance to second place: 17.1 kcal/mol.

one | Below is C2H3N3OS in the gas phase, with properties calculated with the ωB97M-V functional and the def2-TZVPD basis.

The geometry in ORCA input format:
```
! RIJCOSX wB97M-V def2-TZVPD def2/J DEFGRID3
* xyz 0 1
C -0.0475 -0.4419 -0.3620
H 0.2287 -2.5643 -0.9943
S -0.2891 -1.5675 -1.6873
H 1.3441 0.7333 2.0635
O -0.6746 2.2011 1.4947
N 1.0405 -0.5244 0.5035
H 1.8201 -0.6810 -0.0541
N 1.0510 0.7414 1.1083
N -0.8945 0.5148 -0.1039
C -0.2440 1.2519 0.9401
*
```

The calculation puts the molar mass at 117.1 g/mol. As for the HOMO energy: -9.952 eV. The orbital gap is 10.4 eV. The LUMO energy is 0.43 eV. As for the structure (SMILES): O=c1nc(S)[nH][nH]1.

two | Below is C2H3N3OS in the gas phase, with properties calculated with the ωB97M-V functional and the def2-TZVPD basis.

The geometry in ORCA input format:
```
! RIJCOSX wB97M-V def2-TZVPD def2/J DEFGRID3
* xyz 0 1
H -2.3454 0.4894 -0.3630
H -0.6286 -0.4435 1.4794
C 0.2268 1.6815 -0.1802
H 1.0703 -1.8270 0.0592
N -0.4443 -0.6019 0.4879
S -1.8931 -0.7840 -0.4224
O 1.9065 -1.4482 -0.3253
N 1.6908 -0.1355 -0.4447
C 0.5356 0.2824 -0.0541
N -0.1187 2.7866 -0.2370
*
```

The calculation puts the molar mass at 117.1 g/mol. As for the HOMO energy: -10.357 eV. The orbital gap is 10.3 eV. The LUMO energy is -0.02 eV. As for the structure (SMILES): N#C/C(=N/O)NS.

Most stable pick: one. Distance to second place: 50.5 kcal/mol.

one | Below is C6H10 in the gas phase, with properties calculated with the ωB97M-V functional and the def2-TZVPD basis.

The geometry in ORCA input format:
```
! RIJCOSX wB97M-V def2-TZVPD def2/J DEFGRID3
* xyz 0 1
C 0.6465 -0.1222 0.7065
C -1.2040 -1.7028 1.0857
H -0.4494 -2.3031 1.7039
C 1.4499 0.2785 -0.4505
H 1.5200 2.5071 -0.3408
H -1.9874 0.9283 0.0047
C -1.5163 0.1825 -0.5442
H -2.2966 -1.9090 0.9702
H -0.9600 0.7154 -1.3140
H -2.1661 -0.5601 -1.2025
H 0.5653 0.8906 1.2564
H 2.2600 1.6909 -1.7689
H 1.1715 -0.9034 1.2884
C -0.7018 -0.6941 0.3735
C 1.7594 1.5523 -0.7565
H 1.9090 -0.5510 -1.0120
*
```

The calculation puts the molar mass at 82.1 g/mol. As for the HOMO energy: -9.361 eV. The orbital gap is 10.4 eV. The LUMO energy is 1.08 eV. As for the structure (SMILES): C=CCC(=C)C.

two | Below is C6H10 in the gas phase, with properties calculated with the ωB97M-V functional and the def2-TZVPD basis.

The geometry in ORCA input format:
```
! RIJCOSX wB97M-V def2-TZVPD def2/J DEFGRID3
* xyz 0 1
H 1.5181 -0.2904 0.9990
C 1.4803 -1.1318 -0.9257
H 1.5383 -0.4152 -1.7870
H -0.0566 -1.2523 0.7102
C -0.2415 0.5442 -0.0178
H -1.0658 0.1328 1.7786
C -1.9416 2.1241 0.7440
C 0.6854 -0.6533 0.2394
H 2.5909 -2.5909 -1.9999
H -3.0201 1.8833 0.2936
C -1.0591 0.8892 1.0068
C 1.7955 -2.4148 -1.2351
H -0.2308 0.9217 -1.0149
H -2.0019 2.5724 1.7354
H -1.4628 2.8876 0.0420
H 1.4716 -3.2067 -0.5687
*
```

The calculation puts the molar mass at 82.1 g/mol. As for the HOMO energy: -8.888 eV. The orbital gap is 10.1 eV. The LUMO energy is 1.21 eV. As for the structure (SMILES): C=CC/C=C/C.

three | Below is C6H10 in the gas phase, with properties calculated with the ωB97M-V functional and the def2-TZVPD basis.

The geometry in ORCA input format:
```
! RIJCOSX wB97M-V def2-TZVPD def2/J DEFGRID3
* xyz 0 1
H 1.2136 1.4785 -1.0406
C 1.6085 -1.2513 0.5041
H 1.6108 -1.8027 1.4614
C 0.9447 0.0604 0.5712
C -2.2130 0.1936 -0.2438
C 1.7442 1.1735 -0.1337
H -1.9806 0.9533 -0.9877
H -1.6038 -2.0213 -0.0806
H 1.9188 2.0885 0.4392
H -2.2344 0.7935 0.6926
H -3.2624 -0.1235 -0.3645
H 0.3773 0.4517 1.4364
C -1.3289 -0.9815 -0.1528
H 0.4281 -0.9779 -1.3257
C 0.0831 -0.7950 -0.3034
H 2.6939 0.7599 -0.4723
*
```

The calculation puts the molar mass at 82.1 g/mol. As for the HOMO energy: -6.964 eV. The orbital gap is 5.3 eV. The LUMO energy is -1.64 eV.

Most stable pick: one. Distance to second place: 14.0 kcal/mol.

one | Below is a gas-phase ion, C3H8NO2 (charge +1), with properties calculated with the ωB97M-V functional and the def2-TZVPD basis.

The geometry in ORCA input format:
```
! RIJCOSX wB97M-V def2-TZVPD def2/J DEFGRID3
* xyz 1 1
O -1.4203 1.1986 -0.1920
H 2.4360 -0.8192 -0.9747
N 0.9016 0.6220 -0.2108
H -0.3802 0.5482 1.6609
H -3.0859 -0.4660 0.7205
H -1.0898 -0.4921 -1.2592
C 1.7196 -0.6185 -0.0668
H 1.0341 -1.4486 0.2217
H 0.6898 0.9773 -1.1528
H 2.1959 -0.5602 0.9619
O -2.5157 -0.8625 0.1095
C -1.6182 -0.0802 -0.4710
H 1.4672 1.4086 0.1475
C -0.3341 0.5927 0.5051
*
```

The calculation puts the molar mass at 90.1 g/mol. As for the HOMO energy: -13.633 eV. The orbital gap is 10.2 eV. The LUMO energy is -3.46 eV. As for the structure (SMILES): C[NH2+][C@H]1O[C@@H]1O.

two | Below is a gas-phase ion, C3H8NO2 (charge +1), with properties calculated with the ωB97M-V functional and the def2-TZVPD basis.

The geometry in ORCA input format:
```
! RIJCOSX wB97M-V def2-TZVPD def2/J DEFGRID3
* xyz 1 1
C -1.0906 0.2292 -0.5241
H 0.4020 2.7773 -0.1509
H -0.4093 1.0705 1.2256
H 1.3141 -0.4660 1.3940
H 1.8122 0.2378 0.0438
O 0.8489 1.8992 -0.1868
O -2.2104 -0.0940 0.1856
H 0.4086 -2.3249 0.4620
H -1.0838 0.0828 -1.5768
N 1.0586 -0.2298 0.4858
H -2.6821 -0.9643 -0.1583
C 0.5208 -1.4087 -0.2441
C 0.1093 0.8336 0.2582
H 1.0017 -1.6426 -1.2140
*
```

The calculation puts the molar mass at 90.1 g/mol. As for the HOMO energy (alpha / beta): -13.066 / -13.269 eV. The orbital gap (alpha / beta) is 8.2 / 8.6 eV. The LUMO energy (alpha / beta) is -4.84 / -4.70 eV.

Most stable pick: one. Distance to second place: 21.3 kcal/mol.